{"formula": "C25H23N3O7", "method": "the ωB97M-V functional and the def2-TZVPD basis", "symbols": ["O", "C", "C", "C", "C", "C", "C", "C", "C", "C", "O", "H", "H", "H", "H", "H", "C", "C", "O", "H", "C", "O", "N", "C", "H", "H", "C", "N", "C", "C", "O", "C", "H", "C", "H", "H", "H", "H", "H", "H", "H", "H", "H", "C", "C", "C", "C", "C", "C", "C", "H", "H", "N", "O", "O", "H", "H", "H"], "coordinates": [[-0.6306, 2.4344, -0.6080], [0.2518, 1.7924, -1.1561], [1.3557, 2.4538, -1.8520], [1.4305, 3.7560, -2.2718], [2.7090, 3.9068, -2.8701], [3.3966, 4.9551, -3.4852], [4.6686, 4.7117, -3.9484], [5.2670, 3.4543, -3.8134], [4.6117, 2.4013, -3.2100], [3.3271, 2.6415, -2.7433], [2.5033, 1.7747, -2.1250], [5.0663, 1.4296, -3.1045], [6.2668, 3.3071, -4.1928], [5.2238, 5.5038, -4.4280], [2.9354, 5.9249, -3.5887], [0.6595, 4.4916, -2.1673], [0.2611, 0.3290, -1.1419], [0.7729, -0.5674, -2.0143], [1.4610, -0.4288, -3.1417], [1.6324, -1.3278, -3.4819], [0.4153, -1.9448, -1.5699], [0.7559, -2.9639, -2.1440], [-0.3358, -1.8082, -0.4627], [-0.8148, -2.8986, 0.3415], [-0.7725, -3.7970, -0.2791], [-1.8521, -2.6996, 0.6242], [0.0529, -3.1112, 1.5929], [-0.0433, -1.9713, 2.4890], [-1.1687, -2.0265, 3.4126], [-0.9055, -2.9578, 4.6041], [0.2790, -2.6001, 5.2825], [1.3897, -2.6163, 4.4115], [1.5612, -3.6394, 4.0404], [1.1696, -1.6620, 3.2319], [1.0599, -0.6449, 3.6223], [2.0266, -1.6870, 2.5569], [2.2477, -2.3051, 5.0088], [-0.8362, -4.0029, 4.2623], [-1.7101, -2.8804, 5.3365], [-1.3290, -1.0128, 3.7915], [-2.0643, -2.3448, 2.8781], [1.0906, -3.2169, 1.2689], [-0.2540, -4.0565, 2.0613], [-0.5248, -0.4235, -0.0886], [-1.9836, -0.0345, -0.1031], [-2.7545, -0.2991, -1.2314], [-4.0887, 0.0500, -1.2627], [-4.6524, 0.6684, -0.1528], [-3.8941, 0.9400, 0.9794], [-2.5611, 0.5829, 0.9998], [-1.9584, 0.7968, 1.8679], [-4.3605, 1.4276, 1.8216], [-6.0464, 1.0319, -0.1771], [-6.5169, 1.5278, 0.8245], [-6.6681, 0.8134, -1.1952], [-4.7026, -0.1424, -2.1292], [-2.3020, -0.7773, -2.0874], [-0.1182, -0.2581, 0.9165]], "atomic_forces_ev_per_a": [[0.3660, -0.0596, -0.1592], [-0.0364, -0.0789, 0.0287], [-0.1000, 1.5225, -0.2664], [-0.2584, -0.8333, 0.3174], [0.4616, -0.5897, -0.0086], [-0.0275, -0.1111, 0.0421], [0.0230, 0.1664, -0.0632], [-0.0286, -0.0837, 0.0388], [-0.1265, -0.2542, 0.1218], [0.0399, 1.0673, -0.3384], [0.1106, -0.3511, 0.1904], [0.0796, -0.1114, 0.0033], [0.0803, -0.0364, -0.0221], [0.0373, 0.0706, -0.0380], [-0.0198, 0.1148, -0.0258], [-0.2179, 0.1023, 0.0714], [0.0903, -0.5673, -0.2406], [-0.1315, 0.3672, 0.2685], [-0.0721, -0.2167, -0.0058], [-0.1022, 0.0585, 0.1149], [-0.0254, -0.1660, -0.0752], [0.1180, -0.0453, -0.0944], [0.0340, 0.1158, 0.0825], [0.2558, -0.3974, 0.2509], [-0.1229, 0.0601, 0.0427], [0.0045, -0.0574, -0.0511], [-0.2950, -0.0148, -0.2685], [0.0937, 0.0007, 0.0427], [0.0459, -0.1558, 0.2740], [-0.2400, 0.0642, -0.2414], [-0.0087, 0.0930, 0.0767], [0.1767, 0.1975, -0.2468], [0.0196, 0.0519, 0.0453], [0.0573, -0.1876, 0.3050], [0.1076, -0.0076, 0.0181], [0.0222, 0.0398, 0.0022], [0.0260, -0.0639, -0.0807], [-0.0245, 0.0622, 0.0580], [-0.0222, -0.0652, -0.0840], [-0.1207, -0.0286, 0.0225], [-0.0841, 0.0451, 0.0146], [-0.0234, -0.0687, 0.0243], [0.0954, -0.0299, -0.0039], [0.1454, 0.5277, -0.0299], [-0.2772, -0.0874, 0.0874], [0.0437, 0.0602, 0.2698], [-0.2750, 0.1062, 0.0306], [1.2781, -0.3011, 0.0492], [-0.3684, 0.0531, -0.0749], [0.0300, -0.1941, -0.2638], [0.0929, 0.0371, 0.1182], [-0.0086, 0.0064, 0.0240], [-0.5086, 0.0949, 0.0052], [-0.1646, 0.1438, 0.2146], [-0.1927, -0.0197, -0.2228], [-0.0115, -0.0088, -0.0168], [0.0298, -0.0557, -0.1100], [-0.0708, 0.0188, -0.2232]], "e_above_lowest_kcal_mol": 3.27, "e_lumo_ev": -0.65, "smiles": "O=C(C1=C(O)C(=O)N(CCN2CCOCC2)[C@@H]1c1ccc([N+](=O)[O-])cc1)c1cc2ccccc2o1", "e_homo_ev": -8.6470}

=====

{"formula": "C25H23N6O2PtS", "method": "the ωB97M-V functional and the def2-TZVPD basis", "symbols": ["Pt", "O", "C", "C", "C", "C", "N", "C", "C", "C", "C", "C", "C", "O", "C", "C", "N", "H", "H", "H", "H", "H", "H", "H", "H", "H", "H", "H", "H", "S", "C", "N", "N", "C", "C", "C", "C", "C", "C", "N", "N", "C", "C", "C", "C", "C", "C", "H", "H", "H", "H", "H", "H", "H", "H", "H", "H", "H"], "coordinates": [[-0.9023, -0.8664, 0.1922], [5.6920, -2.2432, 1.7709], [5.4260, -1.1782, 0.8873], [3.9471, -1.1056, 0.6390], [3.4210, -0.1933, -0.2645], [2.0567, -0.1398, -0.4579], [1.2047, -0.9469, 0.1828], [1.7049, -1.8351, 1.0658], [3.0628, -1.9347, 1.3111], [0.7143, -2.6974, 1.7384], [1.0463, -3.6986, 2.6285], [0.0502, -4.5040, 3.1684], [0.4232, -5.5919, 4.1476], [1.5263, -6.3504, 3.6945], [-1.2568, -4.2847, 2.7667], [-1.5321, -3.2547, 1.8873], [-0.5718, -2.4661, 1.4001], [6.6410, -2.3181, 1.9063], [5.9372, -1.3095, -0.0726], [5.7505, -0.2189, 1.3073], [4.0582, 0.4774, -0.8260], [1.6243, 0.5701, -1.1452], [3.4519, -2.6453, 2.0229], [2.0761, -3.8803, 2.8998], [-0.4470, -6.2146, 4.3695], [0.7438, -5.1300, 5.0827], [1.2403, -6.9440, 2.9923], [-2.0684, -4.8986, 3.1329], [-2.5410, -3.0528, 1.5562], [-3.1298, -0.7940, 0.5652], [-3.3869, 0.7636, -0.2224], [-4.5553, 1.3220, -0.1657], [-4.7850, 2.5267, -0.6275], [-3.8844, 3.6258, -0.7813], [-4.0001, 4.4143, -1.9138], [-3.2016, 5.5439, -2.0482], [-2.2931, 5.8773, -1.0579], [-2.1920, 5.0836, 0.0804], [-2.9855, 3.9600, 0.2274], [-2.4162, 1.2760, -1.0424], [-1.3275, 0.6517, -1.0564], [-0.4607, 1.0483, -2.1284], [-0.0255, 0.0714, -3.0134], [0.8167, 0.4387, -4.0525], [1.2183, 1.7619, -4.1894], [0.7661, 2.7261, -3.2981], [-0.0874, 2.3761, -2.2626], [-5.7642, 2.7634, -0.5960], [-4.7022, 4.1400, -2.6907], [-3.2943, 6.1594, -2.9330], [-1.6743, 6.7585, -1.1612], [-1.5037, 5.3550, 0.8705], [-2.9178, 3.3547, 1.1227], [-0.3371, -0.9559, -2.8764], [1.1571, -0.3093, -4.7556], [1.8779, 2.0442, -4.9990], [1.0728, 3.7574, -3.4121], [-0.4640, 3.1150, -1.5665]], "atomic_forces_ev_per_a": [[-0.1603, -0.2217, -0.1424], [-0.0060, -0.0131, -0.0066], [0.0085, 0.0193, 0.0060], [-0.0049, -0.0187, 0.0090], [-0.0261, -0.0066, -0.0195], [0.0311, 0.0154, 0.0304], [-0.0373, 0.0232, 0.0594], [0.0942, 0.0347, -0.0169], [0.0218, 0.0073, 0.0109], [-0.0424, -0.0769, -0.0044], [0.0087, -0.0399, -0.0405], [0.0423, -0.0241, 0.0191], [0.0229, -0.0145, -0.0253], [0.0133, 0.0258, 0.0145], [-0.0251, 0.0603, 0.0058], [-0.0103, -0.0520, 0.0541], [0.0898, 0.1271, 0.0450], [0.0009, 0.0083, 0.0081], [-0.0058, -0.0110, -0.0033], [0.0087, 0.0016, -0.0110], [0.0019, 0.0146, 0.0217], [0.0267, -0.0028, -0.0001], [-0.0016, -0.0058, -0.0173], [-0.0122, -0.0186, -0.0083], [0.0061, -0.0147, -0.0241], [-0.0372, 0.0055, 0.0155], [-0.0049, -0.0095, 0.0106], [0.0021, 0.0001, -0.0017], [0.0297, -0.0029, 0.0464], [-0.0118, 0.1552, -0.0170], [0.0642, -0.0038, 0.0171], [-0.0471, 0.0835, -0.0541], [-0.1417, -0.0861, 0.0698], [0.0830, 0.1105, -0.1276], [0.0630, -0.0240, 0.0028], [-0.0145, -0.0034, -0.0146], [-0.0004, -0.0093, 0.0031], [0.0446, -0.0062, 0.0135], [-0.0490, -0.0264, -0.0010], [-0.1019, 0.0686, 0.0502], [0.0247, -0.1414, -0.0617], [0.0473, 0.0489, -0.0325], [0.1075, 0.0753, 0.0603], [-0.0082, 0.0049, 0.0359], [-0.0005, -0.0137, -0.0105], [0.0065, 0.0291, -0.0133], [-0.0250, -0.0065, -0.0210], [-0.0126, -0.0187, 0.0742], [-0.0008, -0.0094, 0.0113], [0.0023, 0.0029, 0.0028], [-0.0032, 0.0011, 0.0023], [-0.0005, -0.0036, -0.0083], [-0.0161, -0.0267, -0.0059], [-0.0378, -0.0047, -0.0105], [0.0007, 0.0014, -0.0110], [0.0016, -0.0043, 0.0024], [0.0004, -0.0050, -0.0033], [-0.0091, 0.0016, 0.0116]], "charge": 1, "e_above_lowest_kcal_mol": 1.65, "e_lumo_ev": [-3.61, -3.60], "e_homo_ev": [-9.9274, -9.9254]}

=====

{"formula": "C25H23N6O2SSn", "method": "the ωB97M-V functional and the def2-TZVPD basis", "symbols": ["Sn", "N", "C", "S", "N", "N", "C", "C", "C", "C", "C", "C", "C", "C", "C", "C", "C", "C", "N", "H", "H", "H", "H", "H", "H", "H", "H", "H", "H", "H", "O", "C", "C", "C", "C", "N", "C", "C", "C", "C", "C", "C", "O", "C", "C", "N", "H", "H", "H", "H", "H", "H", "H", "H", "H", "H", "H", "H"], "coordinates": [[-0.2414, 0.1801, -0.0132], [-1.5172, 1.4868, 4.4154], [-0.8769, 1.1739, 3.3156], [-1.0900, 2.1117, 1.8880], [-0.1212, 0.0565, 3.3355], [0.7322, -0.1617, 2.4155], [1.9341, -0.6472, 2.4613], [2.6264, -0.8633, 3.7332], [1.9743, -1.5675, 4.7532], [2.6714, -1.8883, 5.9021], [3.9690, -1.4154, 6.0852], [4.5986, -0.6636, 5.0998], [3.9309, -0.3814, 3.9230], [2.6371, -0.8089, 1.1722], [3.8213, -1.5226, 1.0730], [4.4813, -1.5817, -0.1505], [3.9586, -0.8918, -1.2311], [2.7616, -0.2147, -1.0602], [2.1011, -0.1964, 0.0989], [-2.1175, 2.3001, 4.4450], [-1.4159, 0.9325, 5.2583], [0.9615, -1.9246, 4.6180], [2.1980, -2.4900, 6.6656], [4.4771, -1.6008, 7.0223], [5.6017, -0.2890, 5.2489], [4.3943, 0.2390, 3.1663], [4.2261, -2.0308, 1.9356], [5.3961, -2.1505, -0.2505], [4.4521, -0.8876, -2.1926], [2.3075, 0.3403, -1.8718], [-0.4185, -4.6866, -5.2906], [-0.0220, -5.0995, -4.0141], [-0.0301, -3.9179, -3.0975], [0.0820, -4.0748, -1.7163], [0.0507, -2.9492, -0.9249], [-0.0894, -1.7169, -1.4291], [-0.1946, -1.5447, -2.7551], [-0.1565, -2.6292, -3.6125], [-0.3218, -0.1442, -3.2182], [-0.5640, 0.2003, -4.5340], [-0.6182, 1.5433, -4.9083], [-0.9076, 1.9045, -6.3344], [-1.9011, 1.0325, -6.8042], [-0.4139, 2.5123, -3.9310], [-0.2144, 2.1032, -2.6295], [-0.1718, 0.8108, -2.2788], [-0.5409, -5.4424, -5.8728], [0.9970, -5.5157, -4.0211], [-0.6693, -5.8830, -3.6028], [0.1781, -5.0560, -1.2712], [0.1296, -3.0206, 0.1544], [-0.2284, -2.5198, -4.6847], [-0.7384, -0.5513, -5.2910], [0.0295, 1.7735, -6.8986], [-1.1871, 2.9579, -6.4225], [-2.2263, 1.3163, -7.6633], [-0.4368, 3.5644, -4.1790], [-0.0875, 2.8342, -1.8396]], "atomic_forces_ev_per_a": [[0.9783, -0.6313, -0.8241], [0.0430, -0.0898, 0.0504], [-0.2183, 0.5664, -0.8047], [0.0351, 0.0240, -0.3769], [0.0469, -1.0014, 1.3488], [-0.2817, 0.3330, -1.4035], [0.1935, 0.0838, 0.9755], [-0.0167, 0.1394, -0.2343], [0.1108, -0.2526, -0.0344], [-0.1058, 0.1382, 0.0129], [0.0066, 0.0512, 0.0733], [-0.0376, 0.1227, -0.0460], [-0.0226, -0.1632, -0.0445], [0.0123, -0.0657, -0.0664], [-0.0567, 0.0138, 0.0520], [-0.0446, 0.0829, -0.1296], [0.0300, -0.0551, 0.1202], [-0.0340, 0.0444, -0.0961], [-0.5430, 0.1907, -0.4972], [-0.0253, -0.0163, 0.0363], [0.0486, -0.0324, -0.0612], [0.0113, 0.0072, 0.0034], [0.0063, 0.0340, 0.0334], [0.0508, -0.1172, -0.0509], [-0.0191, 0.0250, 0.0642], [0.0798, -0.0576, -0.0108], [-0.0622, -0.0072, 0.0332], [0.0135, 0.0061, 0.0257], [0.0113, 0.0458, 0.0021], [0.0469, -0.1000, -0.0528], [-0.0367, 0.2356, -0.0033], [0.1559, -0.3576, -0.0610], [-0.0949, 0.0619, 0.0484], [0.0415, 0.1455, -0.1092], [-0.0002, -0.1836, 0.1980], [-0.1396, 0.4907, 0.7524], [-0.0308, -0.0827, -0.0628], [-0.0231, -0.0139, -0.0089], [-0.0458, -0.0007, -0.2204], [-0.0283, -0.0419, 0.0564], [-0.1356, 0.0839, 0.0809], [0.2527, 0.1055, -0.3724], [-0.0725, -0.2215, 0.2678], [0.0539, -0.1999, -0.0218], [0.0057, 0.3668, -0.0593], [0.0406, 0.1515, 1.1366], [0.0271, -0.0834, -0.0163], [-0.0195, 0.0398, 0.0391], [-0.0614, 0.0959, 0.0209], [0.0044, 0.0149, 0.0511], [-0.0346, -0.0660, -0.0140], [-0.0401, 0.0703, 0.0199], [-0.0047, -0.0343, 0.0427], [-0.0119, 0.0837, 0.0428], [-0.0614, -0.0351, 0.1250], [0.0338, 0.0464, -0.1202], [-0.0169, 0.0263, 0.0807], [-0.0150, -0.0169, 0.0087]], "charge": 3, "e_lumo_ev": [-11.46, -11.73], "e_homo_ev": [-17.0357, -17.0217]}

=====

Calculated total energy, respectively: -1657.3227, -1962.7886, -2057.0017 Eh.